# 1
DFT (ωB97M-V/def2-TZVPD) results for a 3-piece molecular cluster, C17H42IN3O7S overall.

## Properties
- E_LUMO (eV) = 0.5
- Kohn-Sham gap (eV) = 9.225

Element x y z (Å)
C: -2.3759 -0.1816 -1.6130
C: -2.9800 -1.2122 -0.4485
C: -1.6811 -1.6255 0.5140
I: -0.5885 -3.1718 -0.6486
O: -2.1435 -2.1303 1.8410
S: -1.1424 -1.4170 3.0567
O: -1.5327 0.0783 3.0415
O: 0.4503 -1.7042 2.5344
C: 1.3011 -0.5083 2.6058
N: 1.4343 0.1546 1.2276
C: 2.8077 0.7532 1.0222
H: -1.2047 -0.2102 -1.5232
H: -2.7647 0.9325 -1.4609
H: -2.6940 -0.6031 -2.6615
H: -3.5136 -2.1514 -0.9201
H: -3.6855 -0.5656 0.2246
H: -1.0037 -0.6663 0.5990
H: 1.0341 0.2444 3.4614
H: 2.3997 -0.9025 2.8569
H: 0.7487 0.9379 1.1622
H: 2.6644 1.8837 0.6682
H: 3.5000 0.7546 1.9661
H: 3.3263 0.1286 0.1508
C: 4.4998 4.2101 8.2003
O: 4.1344 5.0688 7.1281
C: 5.2485 5.7905 6.5891
C: 5.5323 5.3305 5.1499
N: 6.0821 3.9692 5.1323
C: 6.1434 3.3837 3.7896
C: 4.8011 3.1073 3.0831
O: 4.0176 2.0915 3.7114
C: 3.1729 2.5611 4.7531
H: 3.5858 3.7853 8.6242
H: 5.1254 3.3892 7.8427
H: 5.0213 4.7655 8.9853
H: 6.1403 5.7104 7.2196
H: 4.9552 6.8466 6.5638
H: 6.2501 6.0156 4.6868
H: 4.5938 5.3821 4.5911
H: 5.5039 3.3715 5.7167
H: 6.6715 2.4272 3.8918
H: 6.7666 4.0170 3.1481
H: 5.0361 2.7236 2.0829
H: 4.2127 4.0177 2.9220
H: 2.8314 3.5867 4.5886
H: 3.6819 2.4768 5.7139
H: 2.2946 1.9100 4.7956
C: -3.6443 -3.9500 -8.7928
O: -4.9236 -3.6621 -8.2440
C: -5.5254 -4.7976 -7.6108
C: -5.6389 -4.5619 -6.0959
N: -4.3162 -4.5906 -5.4592
C: -4.3304 -4.1320 -4.0668
C: -4.6813 -2.6510 -3.8198
O: -3.7071 -1.7361 -4.3244
C: -3.8925 -1.3720 -5.6853
H: -3.3059 -3.0715 -9.3490
H: -2.9204 -4.1538 -8.0007
H: -3.6966 -4.7982 -9.4814
H: -4.9936 -5.7285 -7.8337
H: -6.5369 -4.8874 -8.0242
H: -6.2685 -5.3420 -5.6552
H: -6.1271 -3.5954 -5.9433
H: -3.6825 -3.9958 -5.9863
H: -3.3220 -4.3078 -3.6716
H: -5.0084 -4.7666 -3.4849
H: -4.6948 -2.4997 -2.7336
H: -5.6868 -2.3907 -4.1692
H: -4.9448 -1.3750 -5.9828
H: -3.3104 -2.0304 -6.3311
H: -3.5010 -0.3593 -5.8208

These are the Löwdin partial charges, in e, on atoms 1 to 6: -0.1316, -0.2592, -0.7356, 0.7576, -0.4156, 1.0269



# 2
DFT (ωB97M-V/def2-TZVPD) results for C25H34CsN7O8 as an isolated structure.

## Properties
- E_LUMO (eV) = 3.5
- total charge = -2
- Kohn-Sham gap (eV) = 3.861
- ΔE to the lowest compared entry with this formula, charge and spin (kJ/mol) = 152.03

Element x y z (Å)
Cs: -0.3828 -0.8243 0.0415
O: -4.4533 -2.1958 1.2051
C: -3.6386 -1.3439 0.8249
O: -2.7037 -1.4799 -0.0202
C: -3.8523 0.1023 1.3553
C: -3.8614 1.1121 0.1936
C: -4.5339 2.4179 0.6609
C: -3.4104 3.0372 1.5304
C: -2.3213 1.9540 1.4186
O: -2.4913 1.5158 0.0604
C: -2.7449 0.7417 2.2642
C: -1.5926 -0.2003 2.7159
O: -1.9224 -1.1317 3.4611
O: -0.4305 0.0980 2.3173
H: -4.8197 0.0833 1.8573
H: -4.2236 0.7079 -0.7485
H: -5.4498 2.2223 1.2203
H: -4.7792 3.0587 -0.1895
H: -3.7128 3.2111 2.5644
H: -3.0613 3.9833 1.1099
H: -1.2984 2.2785 1.5829
H: -3.1917 1.0787 3.2029
C: 4.8888 -0.8489 -0.4131
N: 5.0047 0.5942 -0.2358
C: 5.8066 0.9162 0.9343
C: 3.8319 1.3486 -0.4345
N: 2.6349 0.9609 -0.5701
N: 4.1931 2.7137 -0.5348
C: 3.3981 3.8406 -0.5579
N: 4.2027 4.9925 -0.7425
N: 2.1369 3.8409 -0.4276
H: 5.8956 -1.2624 -0.4941
H: 4.3468 -1.0873 -1.3231
H: 4.3660 -1.3424 0.4067
H: 6.8161 0.5247 0.7954
H: 5.3901 0.4646 1.8447
H: 5.8714 1.9908 1.0925
H: 2.5783 -0.0411 -0.3601
H: 5.1108 2.8438 -0.9269
H: 5.0689 4.9644 -0.2233
H: 3.6931 5.8386 -0.5401
H: 1.7761 4.7895 -0.3686
C: -0.5690 2.9305 -6.1327
N: 0.5017 2.2094 -5.4449
N: 0.1086 0.9012 -5.1113
C: 0.3592 0.6394 -3.7480
O: 0.2026 -0.4299 -3.2092
C: 0.8598 1.9091 -3.2146
C: 0.9032 2.7844 -4.2221
C: 1.3204 4.2136 -4.2066
C: 0.0143 -0.0664 -6.1214
C: 0.5609 0.1654 -7.3818
C: 0.4437 -0.7979 -8.3740
C: -0.1999 -1.9984 -8.1168
C: -0.7288 -2.2276 -6.8527
C: -0.6364 -1.2718 -5.8547
H: -0.8888 2.3541 -6.9979
H: -0.1810 3.8869 -6.4792
H: -1.4308 3.0958 -5.4758
H: 1.1677 2.0382 -2.1869
H: 1.7075 4.4540 -3.2202
H: 0.4833 4.8825 -4.4220
H: 2.0987 4.3969 -4.9509
H: 1.0939 1.0875 -7.5693
H: 0.8743 -0.6082 -9.3499
H: -0.2837 -2.7516 -8.8899
H: -1.2249 -3.1642 -6.6325
H: -1.0382 -1.4528 -4.8694
C: 0.1411 -3.5201 1.4972
O: 1.1981 -4.3621 1.0057
C: 2.3497 -3.7879 0.3881
O: 2.3363 -2.5565 0.3047
H: -0.4428 -4.1156 2.1961
H: -0.5133 -3.1937 0.6861
H: 0.5355 -2.6396 2.0079

These are the Löwdin partial charges, in e, on atoms 1 to 6: 1.4825, -0.0305, -0.6841, -0.3953, -0.1155, -0.2716



# 3
DFT (ωB97M-V/def2-TZVPD) results for C14H17ClF10IrN2O2Sb as an isolated structure.

## Properties
- E_LUMO (alpha / beta) (eV) = -4.1 / -6.4
- multiplicity = 2
- total charge = +1
- Kohn-Sham gap (alpha / beta) (eV) = 8.737 / 6.955
- ΔE to the lowest compared entry with this formula, charge and spin (kJ/mol) = 0.00

Element x y z (Å)
Ir: -0.2148 0.7346 -0.2036
C: 1.9863 1.6488 2.0529
C: 1.1426 0.4248 2.3569
N: -0.2706 0.4879 1.8199
C: -0.9892 1.5568 2.6066
C: -2.4937 1.6545 2.4234
C: -0.9423 -0.8426 2.0030
C: -0.4359 -1.8558 0.9882
N: -0.5435 -1.2033 -0.3161
C: -0.4051 -1.7801 -1.5153
C: -0.2104 -0.9363 -2.6400
F: -0.1591 0.4185 -2.4281
C: -0.0044 -1.4151 -3.8988
F: 0.2001 -0.5782 -4.8985
C: 0.0031 -2.7929 -4.1192
C: -0.1810 -3.6504 -3.0503
F: -0.1649 -4.9582 -3.2399
C: -0.3782 -3.1739 -1.7688
F: -0.5338 -4.0271 -0.7731
H: 3.0250 1.3898 2.2552
H: 1.7226 2.5014 2.6758
H: 1.9424 1.9518 1.0064
H: 1.0406 0.3029 3.4379
H: 1.6117 -0.4706 1.9683
H: -0.4959 2.4913 2.3510
H: -0.7719 1.3447 3.6560
H: -2.8084 1.6152 1.3848
H: -2.8167 2.6095 2.8373
H: -3.0260 0.8777 2.9704
H: -2.0044 -0.6847 1.8296
H: -0.8032 -1.1876 3.0286
H: -1.0081 -2.7778 1.0527
H: 0.6215 -2.1074 1.1264
H: 0.1620 -3.1836 -5.1153
Cl: -3.9941 3.2063 -1.9532
C: -2.4830 3.7820 -1.2564
C: -1.6141 2.6736 -0.7575
O: -0.4299 2.8783 -0.3802
O: -2.0269 1.4554 -0.6562
H: -2.7006 4.4390 -0.4137
H: -1.9234 4.3540 -1.9940
F: 1.6654 -0.1544 -0.4358
Sb: 3.4868 -1.0747 -0.6553
F: 3.4784 -1.1730 1.2251
F: 2.3620 -2.5963 -0.6658
F: 5.0903 -1.9708 -0.8830
F: 3.1137 -0.8601 -2.4827
F: 4.1791 0.6566 -0.5557

These are the Löwdin partial charges, in e, on atoms 1 to 6: 1.5517, -0.0620, -0.2161, -0.2759, -0.1937, -0.0556



# 4
DFT (ωB97M-V/def2-TZVPD) results for one molecule with the formula C5H10NOPS.

## Properties
- E_LUMO (eV) = -0.4
- SMILES string = CC(C)O[P@@](C)(=S)C#N
- Kohn-Sham gap (eV) = 9.734
- ΔE to the lowest compared entry with this formula, charge and spin (kJ/mol) = 154.31

Element x y z (Å)
C: 0.5091 -0.1965 2.4275
C: 0.1705 -0.6465 1.0139
C: -0.9285 -1.7527 1.0086
O: -0.2181 0.4849 0.2491
P: 0.7792 0.7445 -1.4771
C: -0.2331 2.2947 -1.7940
S: 2.6885 0.6479 -1.5856
C: -0.0682 -0.5444 -2.4011
N: -0.5565 -1.3528 -3.0442
H: 1.0779 0.8458 2.2838
H: -0.3923 -0.1214 2.9911
H: 1.1695 -1.1089 2.7117
H: 1.0285 -1.0424 0.5156
H: -1.9187 -1.2542 1.1664
H: -0.7818 -2.5681 1.7591
H: -1.2980 -2.1529 0.0175
H: -1.3448 2.0996 -1.8704
H: 0.3107 3.0615 -1.1965
H: 0.0062 2.5618 -2.7754

These are the Löwdin partial charges, in e, on atoms 1 to 6: -0.0572, -0.5843, -0.0660, -0.3100, 0.3760, -0.2017



# 5
DFT (ωB97M-V/def2-TZVPD) results for a 2-piece molecular cluster, C4H11S overall.

## Properties
- E_LUMO (alpha / beta) (eV) = 0.9 / -2.0
- multiplicity = 2
- Kohn-Sham gap (alpha / beta) (eV) = 10.471 / 7.141
- ΔE to the lowest compared entry with this formula, charge and spin (kJ/mol) = 174.54

Element x y z (Å)
C: -3.8304 -1.0330 -0.5930
S: -2.4398 -2.3660 -0.5197
H: -3.6558 -0.1756 -1.2202
H: -3.8773 -0.6882 0.4736
H: -4.9112 -1.2774 -0.6658
C: 2.8920 0.9874 -0.1940
C: 1.6448 0.8753 0.7615
C: 0.4470 -0.2039 0.2227
H: 2.8430 0.9086 -1.2741
H: 3.4053 1.9481 -0.0563
H: 3.5068 0.2113 0.3585
H: 2.2029 0.6963 1.7948
H: 1.1008 1.8526 0.8322
H: -0.4775 -0.2731 0.7472
H: 0.8862 -1.2686 0.2807
H: 0.2631 -0.1937 -0.9484

These are the Löwdin partial charges, in e, on atoms 1 to 6: -0.4931, 0.4857, 0.0016, 0.0216, 0.0272, -0.1571